Arrangement one

C34H40ClN11OSTi | ωB97M-V with the def2-TZVPD basis set

## Properties
2S+1 = 3
gap between HOMO and LUMO (alpha / beta) = 0.2128 / 0.2605 Eh
molar mass = 734.16 g mol⁻¹
lowest unoccupied orbital energy (alpha / beta) = -0.1 / -0.4 eV
E_HOMO (alpha / beta) = -5.86 / -7.47 eV
expectation value of S² = 2.0207

Last column: Mulliken spin population.
Cartesian coordinates (Å):
Ti 2.19 -1.89 -0.49  1.08
C 4.07 -0.61 -0.64  0.00
C 3.78 0.68 -1.23  0.00
C 3.72 1.62 -0.23  -0.02
C 4.02 0.98 1.01  -0.01
C 4.25 -0.36 0.77  0.00
H 4.69 -1.33 -1.15  0.00
H 3.64 0.85 -2.29  0.00
H 3.48 2.67 -0.35  0.00
H 4.04 1.46 1.98  0.00
H 4.57 -1.10 1.49  0.00
N -0.98 -2.58 1.05  0.00
C -1.10 -2.34 -0.26  -0.02
N -2.34 -2.24 -0.72  0.05
C -2.45 -2.01 -2.03  0.01
N -3.72 -1.84 -2.50  0.01
N -1.46 -1.94 -2.90  0.05
C -0.24 -2.05 -2.36  0.14
N 0.03 -2.21 -1.02  0.03
C 0.89 -2.01 -3.20  0.23
C 0.77 -2.08 -4.61  -0.02
C 1.89 -2.11 -5.38  0.14
C 3.16 -2.04 -4.74  0.04
C 3.22 -1.97 -3.39  0.03
N 2.12 -1.97 -2.56  0.11
H -1.84 -2.81 1.52  0.00
H -0.11 -2.95 1.40  0.00
H -4.48 -2.10 -1.90  0.00
H -3.85 -1.86 -3.50  0.00
H -0.22 -2.12 -5.02  0.01
H 1.82 -2.17 -6.46  0.01
H 4.08 -2.03 -5.30  0.00
H 4.18 -1.89 -2.89  0.03
C 1.64 -6.71 -2.20  0.00
C 2.43 -5.64 -1.51  0.01
C 3.71 -5.29 -1.97  0.03
C 4.27 -4.17 -1.43  0.00
N 3.69 -3.48 -0.43  0.06
C 2.57 -4.02 0.11  -0.05
S 2.08 -3.32 1.62  -0.02
N 1.87 -5.03 -0.48  0.04
H 2.21 -7.64 -2.27  0.00
H 1.40 -6.40 -3.22  0.00
H 0.71 -6.90 -1.66  0.00
H 4.19 -5.84 -2.76  0.00
H 5.21 -3.77 -1.81  0.00
C -3.05 5.21 1.67  0.00
C -1.80 4.83 0.86  0.00
C -2.12 5.00 -0.63  0.00
C -0.68 5.81 1.24  0.00
C -1.38 3.37 1.21  0.00
O -1.30 3.32 2.63  0.00
C -2.39 2.35 0.64  0.00
C -2.51 0.98 1.32  0.00
C -3.07 0.97 2.73  0.00
C -2.37 0.38 3.77  0.00
C -2.88 0.34 5.06  0.00
C -4.12 0.91 5.31  0.00
Cl -4.78 0.88 6.93  0.00
C -4.84 1.50 4.29  0.00
C -4.31 1.52 3.01  0.00
C 0.01 3.08 0.64  0.00
N 0.44 1.69 0.83  0.00
C 0.83 0.82 -0.08  0.10
N 1.25 -0.30 0.50  -0.13
C 1.10 -0.02 1.83  0.04
N 0.61 1.17 2.08  0.00
H -3.32 6.24 1.44  0.00
H -2.87 5.13 2.74  0.00
H -3.92 4.59 1.43  0.00
H -2.37 6.05 -0.82  0.00
H -2.98 4.40 -0.94  0.00
H -1.27 4.75 -1.28  0.00
H -1.08 6.83 1.26  0.00
H 0.14 5.80 0.52  0.00
H -0.28 5.59 2.23  0.00
H -0.79 2.55 2.91  0.00
H -2.12 2.17 -0.41  0.00
H -3.38 2.80 0.62  0.00
H -1.56 0.45 1.32  0.00
H -3.17 0.39 0.69  0.00
H -1.39 -0.06 3.58  0.00
H -2.33 -0.12 5.87  0.00
H -5.81 1.94 4.50  0.00
H -4.89 1.99 2.21  0.00
H 0.75 3.72 1.12  0.00
H 0.04 3.25 -0.43  0.00
H 0.78 1.00 -1.14  -0.01
H 1.37 -0.71 2.61  0.00


Arrangement two

C34H40ClN11OSTi | ωB97M-V with the def2-TZVPD basis set

## Properties
2S+1 = 3
gap between HOMO and LUMO (alpha / beta) = 0.2091 / 0.2677 Eh
molar mass = 734.16 g mol⁻¹
lowest unoccupied orbital energy (alpha / beta) = 0.0 / -0.2 eV
E_HOMO (alpha / beta) = -5.67 / -7.51 eV
expectation value of S² = 2.0145

Last column: Mulliken spin population.
Cartesian coordinates (Å):
Ti 2.70 0.94 0.92  1.08
C 2.51 -2.40 2.55  0.00
C 3.40 -2.68 1.49  -0.01
C 4.21 -1.57 1.29  0.01
C 3.82 -0.57 2.24  0.01
C 2.77 -1.13 3.03  0.00
H 1.75 -3.08 2.94  0.00
H 3.43 -3.59 0.91  0.00
H 5.03 -1.49 0.59  0.00
H 4.49 0.24 2.56  0.00
H 2.29 -0.65 3.87  0.00
N 2.13 1.91 4.13  0.00
C 1.06 2.18 3.35  -0.01
N -0.01 2.67 3.96  0.06
C -1.06 2.90 3.14  0.01
N -2.22 3.25 3.75  0.01
N -1.07 2.82 1.82  0.06
C 0.09 2.38 1.28  0.22
N 1.13 1.89 2.04  0.04
C 0.31 2.43 -0.11  0.15
C -0.65 2.95 -1.02  0.04
C -0.39 2.96 -2.35  0.06
C 0.86 2.46 -2.81  0.16
C 1.75 1.99 -1.89  -0.06
N 1.53 1.96 -0.56  0.13
H 2.09 2.28 5.06  0.00
H 3.03 1.82 3.69  0.01
H -2.16 3.53 4.72  0.00
H -2.94 3.65 3.18  0.00
H -1.58 3.32 -0.61  0.01
H -1.12 3.35 -3.05  0.01
H 1.11 2.46 -3.86  0.01
H 2.71 1.61 -2.21  0.02
C 7.42 3.33 -2.39  0.00
C 6.35 2.56 -1.68  0.00
C 5.95 1.29 -2.14  0.00
C 4.96 0.66 -1.44  0.01
N 4.40 1.22 -0.36  -0.02
C 4.87 2.42 0.05  0.02
S 4.12 3.00 1.49  -0.01
N 5.82 3.11 -0.60  0.00
H 7.27 3.31 -3.46  0.00
H 8.40 2.89 -2.18  0.00
H 7.43 4.36 -2.03  0.00
H 6.41 0.84 -3.01  0.00
H 4.58 -0.31 -1.73  -0.01
C -5.14 -3.03 -0.21  0.00
C -3.90 -3.28 0.65  0.00
C -4.24 -2.98 2.11  0.00
C -3.54 -4.77 0.51  0.00
C -2.72 -2.38 0.12  0.00
O -2.54 -2.59 -1.27  0.00
C -2.97 -0.89 0.46  -0.01
C -2.31 0.16 -0.45  0.02
C -2.92 0.30 -1.82  -0.02
C -2.19 0.01 -2.97  0.01
C -2.74 0.15 -4.23  0.00
C -4.05 0.58 -4.35  0.00
Cl -4.75 0.76 -5.93  0.00
C -4.81 0.88 -3.23  0.00
C -4.24 0.73 -1.98  -0.01
C -1.40 -2.83 0.76  0.00
N -0.24 -2.09 0.30  0.00
C 0.36 -1.08 0.92  0.08
N 1.41 -0.68 0.21  -0.11
C 1.40 -1.53 -0.85  0.03
N 0.42 -2.40 -0.84  0.00
H -5.99 -3.58 0.22  0.00
H -5.00 -3.41 -1.23  0.00
H -5.43 -1.98 -0.27  0.00
H -4.98 -3.69 2.46  0.00
H -4.65 -1.98 2.24  0.00
H -3.37 -3.08 2.77  0.00
H -4.45 -5.37 0.58  0.00
H -2.88 -5.11 1.31  0.00
H -3.07 -4.97 -0.45  0.00
H -3.21 -2.10 -1.75  0.00
H -2.65 -0.72 1.49  0.00
H -4.05 -0.70 0.45  0.00
H -1.24 -0.01 -0.56  0.01
H -2.41 1.12 0.07  0.00
H -1.16 -0.34 -2.86  0.01
H -2.16 -0.07 -5.11  0.00
H -5.83 1.22 -3.35  0.00
H -4.83 0.97 -1.10  0.00
H -1.20 -3.88 0.58  0.00
H -1.45 -2.68 1.84  0.00
H 0.03 -0.64 1.85  -0.01
H 2.14 -1.51 -1.63  0.00


From most stable to least stable, the computed energies give arrangement two, arrangement one.


Arrangement one

CH5N3OS | ωB97M-V with the def2-TZVPD basis set

## Properties
2S+1 = 1
gap between HOMO and LUMO = 0.3713 Eh
molar mass = 107.14 g mol⁻¹
lowest unoccupied orbital energy = 0.6 eV
E_HOMO = -9.50 eV

Last column: natural (NBO) charge in e.
Cartesian coordinates (Å):
C -0.33 0.42 -0.37  -0.12
N -0.19 -0.95 0.06  -0.46
N 0.64 1.28 0.34  -0.79
N 1.17 -1.28 0.15  -0.66
O 2.94 0.16 -0.74  -0.93
S 2.19 0.07 0.47  1.46
H 0.07 0.28 -1.44  0.20
H -1.34 0.82 -0.09  0.23
H -0.65 -1.13 1.07  0.34
H 0.48 1.41 1.32  0.35
H 1.37 -1.50 -0.75  0.37


Arrangement two

CH5N3OS | ωB97M-V with the def2-TZVPD basis set

## Properties
2S+1 = 1
gap between HOMO and LUMO = 0.3707 Eh
molar mass = 107.14 g mol⁻¹
lowest unoccupied orbital energy = 0.5 eV
E_HOMO = -9.56 eV
SMILES = NNC(=O)NS

Last column: natural (NBO) charge in e.
Cartesian coordinates (Å):
C 0.06 -0.55 -0.58  0.75
H -0.67 1.97 -0.13  0.36
H 0.95 2.00 0.54  0.36
H 0.97 0.77 -1.83  0.39
H -0.26 0.09 1.34  0.40
H -0.31 -2.79 1.27  0.09
N 0.36 1.89 -0.28  -0.66
N 0.69 0.66 -0.87  -0.49
N -0.53 -0.61 0.66  -0.81
O 0.06 -1.46 -1.35  -0.61
S -1.33 -1.98 1.23  0.23


Arrangement three

CH5N3OS | ωB97M-V with the def2-TZVPD basis set

## Properties
2S+1 = 1
gap between HOMO and LUMO = 0.3430 Eh
molar mass = 107.14 g mol⁻¹
lowest unoccupied orbital energy = 0.4 eV
E_HOMO = -8.91 eV
SMILES = [H]/N=C(\NO)NS

Last column: natural (NBO) charge in e.
Cartesian coordinates (Å):
C -0.04 0.27 0.03  0.53
H -1.69 -1.64 -0.78  0.46
H -1.85 0.68 -0.70  0.38
H 0.02 2.41 0.12  0.38
H 0.45 -1.48 0.60  0.40
H 2.39 0.73 0.84  0.17
N -1.41 0.15 0.11  -0.32
N 0.49 1.47 -0.12  -0.79
N 0.87 -0.82 -0.18  -0.77
O -1.82 -1.21 0.10  -0.58
S 2.60 -0.57 -0.03  0.14


From most stable to least stable, the computed energies give arrangement two, arrangement one, arrangement three.


Arrangement one

C18H62N22O12 | ωB97M-V with the def2-TZVPD basis set

## Properties
2S+1 = 1
gap between HOMO and LUMO = 0.3369 Eh
molar mass = 778.84 g mol⁻¹
lowest unoccupied orbital energy = 0.1 eV
E_HOMO = -9.08 eV
SMILES = COC[C@H](C)N.COC[C@H](C)N.NC(N)=O.NC(N)=O.NC(N)=O.NC(N)=O.NC(N)=O.NC(N)=O.NC(N)=O.NC(N)=O.NC(N)=O.NC(N)=O

Last column: Löwdin charge in e.
Cartesian coordinates (Å):
C 35.89 -3.56 -5.33  -0.84
O 35.10 -3.71 -6.22  0.05
N 35.61 -2.97 -4.25  0.20
N 37.12 -3.95 -5.40  0.19
H 36.27 -2.98 -3.48  0.11
H 34.67 -2.64 -4.13  0.09
H 37.42 -4.39 -6.26  0.13
H 37.52 -4.01 -4.48  0.11
C 28.33 -3.94 -3.15  -0.79
O 27.76 -3.85 -4.23  0.03
N 29.30 -3.18 -2.74  0.17
N 28.03 -4.77 -2.18  0.16
H 29.52 -2.39 -3.32  0.08
H 29.88 -3.38 -1.93  0.11
H 28.66 -4.71 -1.39  0.10
H 27.22 -5.37 -2.24  0.12
C 32.79 -1.06 -0.92  -0.72
O 33.30 -0.82 0.16  -0.03
N 33.15 -1.99 -1.72  0.22
N 31.81 -0.32 -1.45  0.20
H 33.93 -2.57 -1.46  0.07
H 32.67 -2.23 -2.58  0.07
H 31.17 -0.61 -2.18  0.07
H 31.67 0.57 -0.99  0.03
C 32.47 2.99 -0.11  -0.76
O 31.66 2.35 -0.71  0.01
N 32.27 4.27 0.25  0.19
N 33.66 2.53 -0.01  0.21
H 31.35 4.66 0.23  0.12
H 33.06 4.65 0.76  0.11
H 33.94 1.67 -0.46  0.10
H 34.34 3.00 0.57  0.12
C 33.83 2.19 -5.07  -0.76
O 33.21 2.61 -6.03  0.01
N 35.10 2.39 -4.86  0.17
N 33.33 1.34 -4.18  0.17
H 35.45 1.89 -4.05  0.05
H 35.64 2.84 -5.59  0.12
H 33.84 1.06 -3.35  0.08
H 32.34 1.13 -4.16  0.09
C 35.83 -3.40 0.56  -0.82
O 35.83 -3.44 -0.63  0.02
N 36.78 -4.00 1.17  0.18
N 35.03 -2.70 1.31  0.21
H 36.97 -3.89 2.15  0.12
H 37.37 -4.52 0.54  0.13
H 35.07 -2.88 2.30  0.12
H 34.33 -2.15 0.83  0.06
C 32.41 -1.61 -5.47  -0.74
O 32.58 -2.30 -4.49  0.00
N 33.13 -1.63 -6.56  0.20
N 31.39 -0.78 -5.55  0.17
H 33.92 -2.26 -6.57  0.07
H 32.88 -1.13 -7.40  0.12
H 30.65 -0.90 -4.88  0.06
H 31.37 -0.03 -6.22  0.12
C 28.89 0.27 -2.93  -0.68
O 29.80 -0.39 -3.38  -0.03
N 29.10 1.23 -2.00  0.18
N 27.66 0.31 -3.34  0.20
H 30.02 1.40 -1.63  0.05
H 28.35 1.71 -1.52  0.11
H 27.37 -0.05 -4.23  0.14
H 27.10 0.89 -2.73  0.11
C 35.19 -0.13 4.37  -0.84
O 35.83 -0.42 5.40  0.00
N 33.98 0.10 4.40  0.17
N 35.60 0.08 3.16  0.16
H 33.32 0.31 3.67  0.07
H 33.64 -0.15 5.32  0.14
H 34.87 -0.19 2.51  0.08
H 36.60 0.01 2.99  0.12
C 36.32 0.49 -1.61  -0.76
O 36.24 1.27 -2.49  0.06
N 36.15 -0.84 -1.74  0.19
N 36.49 0.77 -0.34  0.18
H 36.12 -1.52 -1.00  0.06
H 35.95 -1.01 -2.72  0.09
H 36.37 0.07 0.37  0.10
H 36.47 1.77 -0.20  0.11
C 29.85 1.39 3.14  -0.05
C 30.54 0.23 2.54  -0.42
C 29.81 -0.35 1.27  -0.20
O 28.52 -0.86 1.42  -0.16
C 27.90 -1.26 0.25  -0.10
N 31.93 0.53 2.25  0.05
H 29.73 2.22 2.45  0.08
H 30.49 1.71 3.96  0.08
H 28.87 1.04 3.46  0.09
H 30.52 -0.63 3.21  0.14
H 30.39 -1.11 0.75  0.11
H 29.88 0.36 0.44  0.09
H 26.88 -1.63 0.40  0.09
H 28.42 -2.09 -0.23  0.08
H 27.79 -0.37 -0.37  0.07
H 31.70 1.13 1.47  0.04
H 32.42 -0.22 1.79  0.04
C 30.67 -6.14 -4.37  -0.05
C 31.95 -7.01 -4.55  -0.44
C 32.69 -7.39 -3.24  -0.15
O 33.01 -6.21 -2.42  -0.17
C 34.02 -5.39 -2.98  -0.13
N 31.52 -8.27 -5.10  0.02
H 29.86 -6.64 -3.85  0.07
H 30.26 -6.11 -5.38  0.07
H 30.80 -5.13 -3.98  0.06
H 32.61 -6.52 -5.26  0.13
H 33.57 -7.95 -3.54  0.12
H 32.11 -8.17 -2.75  0.11
H 34.09 -4.46 -2.42  0.05
H 33.91 -5.19 -4.04  0.08
H 35.05 -5.68 -2.78  0.08
H 30.89 -8.02 -5.86  0.07
H 30.92 -8.70 -4.41  0.07


Arrangement two

C18H62N22O12 | ωB97M-V with the def2-TZVPD basis set

## Properties
2S+1 = 1
gap between HOMO and LUMO = 0.3337 Eh
molar mass = 778.84 g mol⁻¹
lowest unoccupied orbital energy = 0.1 eV
E_HOMO = -8.98 eV
SMILES = COC[C@H](C)N.COC[C@H](C)N.NC(N)=O.NC(N)=O.NC(N)=O.NC(N)=O.NC(N)=O.NC(N)=O.NC(N)=O.NC(N)=O.NC(N)=O.NC(N)=O

Last column: Löwdin charge in e.
Cartesian coordinates (Å):
C 18.77 20.74 8.76  -0.69
O 19.88 20.66 8.23  -0.03
N 18.31 21.80 9.45  0.20
N 17.90 19.77 8.72  0.21
H 18.91 22.61 9.54  0.13
H 17.36 21.69 9.76  0.11
H 17.35 19.96 9.55  0.12
H 18.38 18.91 8.50  0.09
C 23.04 19.29 8.29  -0.77
O 22.86 19.36 7.11  0.03
N 22.04 19.01 9.08  0.15
N 24.01 19.79 9.00  0.20
H 21.13 18.82 8.69  0.08
H 22.24 18.78 10.05  0.12
H 24.88 20.11 8.59  0.11
H 23.99 19.54 9.97  0.11
C 23.40 21.59 1.58  -0.72
O 23.62 21.28 2.75  0.00
N 23.78 20.88 0.54  0.17
N 22.63 22.54 1.18  0.19
H 24.13 19.94 0.68  0.13
H 23.39 21.09 -0.37  0.12
H 22.20 23.16 1.85  0.13
H 22.78 22.76 0.21  0.13
C 22.51 23.17 9.11  -0.73
O 23.22 24.09 9.55  0.01
N 22.13 22.13 9.81  0.15
N 22.05 23.00 7.87  0.17
H 21.68 21.29 9.45  0.06
H 22.36 22.14 10.79  0.12
H 22.29 23.74 7.23  0.11
H 21.41 22.26 7.63  0.07
C 20.22 21.02 4.62  -0.79
O 19.94 21.55 3.57  -0.03
N 19.38 20.79 5.54  0.23
N 21.39 20.64 4.92  0.24
H 19.66 20.55 6.48  0.06
H 18.39 20.96 5.40  0.06
H 21.48 20.25 5.85  0.08
H 22.24 20.77 4.38  0.09
C 19.25 17.04 7.10  -0.88
O 18.90 16.73 8.18  0.05
N 18.43 17.45 6.17  0.19
N 20.47 17.11 6.77  0.20
H 18.83 17.77 5.30  0.07
H 17.44 17.38 6.31  0.12
H 20.76 17.44 5.86  0.08
H 21.06 16.68 7.47  0.13
C 14.29 18.89 6.25  -0.83
O 13.19 18.38 6.30  0.03
N 14.91 19.08 5.14  0.17
N 14.98 19.32 7.24  0.18
H 15.84 19.46 5.07  0.07
H 14.43 18.73 4.32  0.13
H 15.79 19.88 7.04  0.07
H 14.43 19.49 8.07  0.12
C 18.99 21.22 0.44  -0.79
O 18.17 21.15 -0.46  0.01
N 19.32 20.28 1.31  0.18
N 19.50 22.35 0.79  0.15
H 19.09 19.31 1.16  0.07
H 19.84 20.64 2.09  0.05
H 20.11 22.35 1.59  0.06
H 19.14 23.20 0.39  0.12
C 25.89 20.85 5.58  -0.85
O 26.48 20.75 6.60  0.07
N 24.60 20.84 5.29  0.17
N 26.45 21.01 4.50  0.16
H 24.37 21.17 4.37  0.04
H 23.96 20.60 6.04  0.06
H 27.45 20.92 4.44  0.14
H 25.93 21.35 3.70  0.11
C 16.55 21.86 4.10  -0.75
O 16.76 21.40 5.20  -0.01
N 17.43 22.49 3.37  0.22
N 15.35 21.99 3.62  0.19
H 18.41 22.39 3.59  0.06
H 17.12 22.83 2.47  0.12
H 15.24 22.32 2.67  0.12
H 14.61 21.43 4.02  0.11
C 19.20 26.56 6.54  -0.05
C 19.17 25.00 6.39  -0.45
C 17.81 24.35 6.43  -0.20
O 17.24 24.59 7.73  -0.16
C 15.95 23.88 7.75  -0.09
N 19.93 24.67 5.23  0.05
H 18.67 27.08 5.75  0.07
H 20.21 26.93 6.35  0.07
H 18.77 26.84 7.51  0.07
H 19.85 24.70 7.19  0.11
H 17.86 23.30 6.14  0.09
H 17.24 24.81 5.62  0.13
H 15.50 23.78 8.73  0.08
H 16.11 22.82 7.54  0.05
H 15.17 24.21 7.06  0.09
H 20.88 24.82 5.54  0.07
H 19.82 23.70 4.98  0.04
C 20.84 15.33 3.47  -0.06
C 20.33 16.66 2.85  -0.38
C 18.78 16.67 2.65  -0.20
O 18.53 17.80 1.87  -0.23
C 17.17 18.26 1.88  -0.06
N 20.69 17.81 3.69  0.06
H 20.52 14.49 2.86  0.07
H 20.44 15.11 4.46  0.07
H 21.93 15.30 3.53  0.08
H 20.78 16.66 1.86  0.13
H 18.23 16.57 3.59  0.11
H 18.55 15.73 2.16  0.13
H 16.52 17.49 1.46  0.10
H 16.99 19.12 1.25  0.08
H 16.85 18.47 2.90  0.08
H 20.20 18.64 3.41  0.05
H 21.63 18.14 3.54  0.09


From most stable to least stable, the computed energies give arrangement one, arrangement two.